DFT (wB97M-V/def2-TZVPD) results for C26H22N3OS2SbW as an isolated structure.

- HOMO-LUMO gap (alpha / beta): 0.228 / 0.228 Ha
- HOMO (alpha / beta): -0.5205 / -0.5206 Ha
- Charge: +2

Each line ends with the Mulliken charge.
Cartesian coordinates (Å):
1 W -0.215 0.525 -2.574  1.83
2 N 0.452 3.352 -3.961  -0.31
3 C 0.548 2.031 -3.897  0.51
4 S -2.214 0.918 -2.977  -0.17
5 N 1.246 1.307 -4.731  -1.18
6 N 0.949 0.039 -4.234  0.61
7 C 1.414 -1.053 -4.725  -0.03
8 C 1.132 -2.334 -4.147  0.61
9 C 1.583 -3.506 -4.767  -0.89
10 C 1.284 -4.738 -4.227  -0.70
11 C 0.523 -4.821 -3.064  -0.60
12 C 0.064 -3.680 -2.427  -0.37
13 C 0.381 -2.445 -2.964  0.46
14 O -0.072 -1.326 -2.340  -1.09
15 H -0.086 3.873 -3.293  0.20
16 H 0.915 3.859 -4.703  0.25
17 H 2.040 -0.969 -5.609  0.48
18 H 2.163 -3.434 -5.679  0.42
19 H 1.630 -5.640 -4.712  0.43
20 H 0.277 -5.792 -2.655  0.43
21 H -0.538 -3.732 -1.530  0.57
22 S 0.786 1.671 -0.830  -0.63
23 Sb -0.089 0.992 1.317  1.81
24 C 1.466 1.434 2.626  0.63
25 C 1.885 2.759 2.730  -0.61
26 C 2.890 3.079 3.626  -0.69
27 C 3.463 2.083 4.410  -0.51
28 C 3.035 0.766 4.305  -0.64
29 C 2.032 0.432 3.408  -0.36
30 C -0.533 -1.044 1.274  0.31
31 C -1.852 -1.434 1.494  -0.43
32 C -2.153 -2.786 1.572  -0.71
33 C -1.141 -3.729 1.446  -0.52
34 C 0.173 -3.332 1.222  -0.90
35 C 0.483 -1.985 1.125  -0.33
36 C -1.747 2.179 1.721  0.58
37 C -1.959 2.510 3.058  -0.52
38 C -3.074 3.264 3.393  -0.69
39 C -3.954 3.680 2.403  -0.49
40 C -3.729 3.350 1.072  -0.62
41 C -2.622 2.594 0.723  -0.28
42 H 1.436 3.540 2.127  0.37
43 H 3.225 4.103 3.717  0.41
44 H 4.246 2.338 5.111  0.41
45 H 3.481 -0.001 4.923  0.42
46 H 1.695 -0.595 3.338  0.43
47 H -2.638 -0.698 1.619  0.47
48 H -3.172 -3.100 1.750  0.44
49 H -1.377 -4.781 1.531  0.45
50 H 0.957 -4.072 1.133  0.47
51 H 1.510 -1.680 0.953  0.54
52 H -1.266 2.202 3.833  0.43
53 H -3.251 3.529 4.426  0.42
54 H -4.819 4.271 2.669  0.41
55 H -4.417 3.684 0.307  0.43
56 H -2.445 2.340 -0.317  0.04

DFT (wB97M-V/def2-TZVPD) results for C3H4O3Pd as an isolated structure in a non-equilibrium geometry.

- Multiplicity: 3
- HOMO-LUMO gap (alpha / beta): 0.342 / 0.279 Ha
- Expectation value of S²: 2.00
- HOMO (alpha / beta): -0.3304 / -0.3963 Ha
- Charge: 0

Each line ends with the Mulliken charge.
Cartesian coordinates (Å):
1 C -0.850 -0.484 -0.869  0.27
2 O -0.171 0.415 1.200  -0.32
3 C 0.942 -0.022 0.580  0.66
4 C -1.293 0.308 0.315  -0.49
5 O 0.681 -0.429 -0.645  -0.35
6 O 2.013 -0.093 1.134  -0.54
7 H -1.062 -1.555 -0.704  0.38
8 H -1.724 1.293 -0.042  0.31
9 H -2.118 -0.188 0.838  0.25
10 H -1.784 0.271 -3.796  0.09
11 Pd -1.242 0.027 -2.448  -0.25

DFT (wB97M-V/def2-TZVPD) results for a 2-piece molecular cluster, C3H8NO2S overall in a non-equilibrium geometry.

- HOMO-LUMO gap: 0.362 Ha
- HOMO: -0.5348 Ha
- Charge: +1

Each line ends with the Mulliken charge.
Cartesian coordinates (Å):
1 C -1.041 0.872 1.588  0.34
2 C 1.939 -1.399 -1.429  -1.07
3 C 0.646 -0.981 -1.065  0.20
4 N 0.359 -0.241 0.001  -0.41
5 O -1.789 1.665 0.861  -0.32
6 O -0.095 1.384 2.317  -0.33
7 S -2.942 0.722 -0.147  0.02
8 H 2.696 -1.472 -0.562  0.28
9 H 2.252 -0.527 -2.050  0.32
10 H 2.187 -2.282 -2.121  0.31
11 H -0.244 -1.450 -1.622  0.32
12 H -4.105 1.444 -0.127  0.24
13 H -1.285 -0.104 1.868  0.56
14 H 1.309 0.071 0.329  0.16
15 H 0.113 2.298 2.160  0.38

DFT (wB97M-V/def2-TZVPD) results for a single C6H12 molecule.

- HOMO-LUMO gap: 0.444 Ha
- Structure (SMILES): CC1CCCC1
- HOMO: -0.4004 Ha
- Charge: 0

Each line ends with the Mulliken charge.
Cartesian coordinates (Å):
1 C 1.560 -0.371 1.027  -1.48
2 C 0.938 0.209 -0.245  0.42
3 C -0.089 1.307 0.081  -0.82
4 C -1.399 0.549 0.344  -0.62
5 C -1.342 -0.713 -0.548  -0.55
6 C 0.116 -0.803 -1.065  -0.84
7 H 0.808 -0.641 1.778  0.31
8 H 2.227 0.368 1.487  0.36
9 H 2.155 -1.266 0.812  0.38
10 H 1.761 0.578 -0.870  0.34
11 H -0.216 1.978 -0.778  0.31
12 H 0.202 1.922 0.940  0.37
13 H -1.469 0.264 1.399  0.27
14 H -2.274 1.171 0.133  0.34
15 H -1.641 -1.600 0.018  0.24
16 H -2.047 -0.632 -1.382  0.30
17 H 0.559 -1.803 -1.009  0.39
18 H 0.152 -0.517 -2.122  0.29

DFT (wB97M-V/def2-TZVPD) results for C35H28F3MoN2O4Sb as an isolated structure in a non-equilibrium geometry.

- HOMO-LUMO gap: 0.215 Ha
- HOMO: -0.4916 Ha
- Charge: +2

Each line ends with the Mulliken charge.
Cartesian coordinates (Å):
1 Mo -0.547 0.902 1.384  -0.28
2 O -3.248 1.679 -2.102  -0.62
3 C -2.418 2.502 -2.795  0.66
4 C -2.946 3.084 -3.942  -0.68
5 C -2.163 3.916 -4.714  -0.37
6 C -0.837 4.186 -4.365  -0.88
7 C -0.315 3.622 -3.228  -0.84
8 C -1.095 2.778 -2.416  -0.22
9 C -0.513 2.255 -1.186  1.44
10 O -1.189 1.342 -0.490  0.31
11 N 0.635 2.665 -0.750  -1.30
12 N 0.961 1.994 0.440  1.23
13 C 2.212 2.072 0.752  -0.81
14 C 2.839 1.469 1.899  0.80
15 C 4.218 1.588 2.104  -0.91
16 C 4.803 0.987 3.200  -0.79
17 C 4.023 0.268 4.111  -0.53
18 C 2.655 0.135 3.934  -0.67
19 C 2.109 0.738 2.821  0.65
20 O 0.758 0.628 2.574  -0.52
21 H -2.719 1.195 -1.455  0.04
22 H -3.970 2.861 -4.209  0.51
23 H -2.585 4.357 -5.607  0.42
24 H -0.231 4.832 -4.983  0.44
25 H 0.705 3.825 -2.935  0.47
26 H 2.825 2.640 0.059  0.45
27 H 4.817 2.149 1.398  0.51
28 H 5.868 1.077 3.360  0.47
29 H 4.492 -0.190 4.972  0.48
30 H 2.036 -0.413 4.631  0.54
31 C -0.396 3.926 3.084  -0.55
32 O -1.709 3.384 2.727  -0.37
33 C -1.764 2.330 2.013  0.83
34 C -3.127 1.847 1.639  -0.91
35 H -0.594 4.882 3.552  0.34
36 H 0.183 4.046 2.172  0.22
37 H 0.072 3.239 3.785  0.27
38 H -3.531 2.484 0.845  0.30
39 H -3.777 1.875 2.514  0.48
40 H -3.130 0.815 1.255  0.24
41 F -1.517 -7.077 2.937  -0.29
42 C -1.333 -5.891 2.366  0.19
43 C -1.638 -5.747 1.025  -0.68
44 C -1.448 -4.509 0.432  -0.48
45 C -0.953 -3.450 1.193  0.42
46 C -0.666 -3.618 2.548  -0.59
47 C -0.852 -4.853 3.145  -0.65
48 Sb -0.609 -1.634 0.243  1.89
49 C 1.463 -1.473 -0.064  0.44
50 C 1.955 -0.670 -1.095  -0.57
51 C 3.322 -0.498 -1.253  -0.85
52 C 4.172 -1.135 -0.364  0.07
53 F 5.485 -0.955 -0.498  -0.36
54 C 3.715 -1.942 0.662  -0.48
55 C 2.346 -2.104 0.813  -0.65
56 C -1.462 -1.762 -1.646  0.22
57 C -0.742 -2.306 -2.709  -0.28
58 C -1.319 -2.382 -3.967  -0.72
59 C -2.607 -1.905 -4.133  0.19
60 F -3.155 -1.965 -5.343  -0.32
61 C -3.349 -1.371 -3.095  -0.65
62 C -2.765 -1.304 -1.842  -0.76
63 H -2.019 -6.592 0.468  0.47
64 H -1.688 -4.383 -0.616  0.41
65 H -0.306 -2.794 3.154  0.41
66 H -0.643 -5.021 4.192  0.47
67 H 1.283 -0.170 -1.783  0.57
68 H 3.733 0.105 -2.051  0.56
69 H 4.425 -2.431 1.316  0.56
70 H 1.981 -2.751 1.604  0.47
71 H 0.266 -2.679 -2.570  0.53
72 H -0.789 -2.799 -4.811  0.48
73 H -4.353 -1.014 -3.279  0.50
74 H -3.344 -0.891 -1.023  0.60

| no. | electronic energy (eV) |
| --- | --- |
| 1 | -63856.09415 |
| 2 | -12791.85950 |
| 3 | -19651.23025 |
| 4 | -6416.79988 |
| 5 | -64448.40032 |